Molecular formula: C38H26BrF4IrN9O2P
Method: DFT, ωB97M-V/def2-TZVPD

```
! RIJCOSX wB97M-V def2-TZVPD def2/J DEFGRID3
* xyz 3 2
Ir -0.1114 -0.0956 -0.4914
O 3.2172 -1.9036 0.6723
C 2.0898 -1.7709 0.2862
N 1.0428 -1.0828 0.9652
C 1.1884 -1.1580 2.3497
O 1.9007 -1.9074 2.9750
C 0.4036 -0.1901 3.2026
C 0.9934 0.1653 4.4622
C 0.3844 1.1466 5.2504
C -0.7600 1.7338 4.7957
C -1.3489 1.3249 3.4971
N -0.6840 0.3077 2.7853
C 1.6781 -2.3219 -1.0419
C 2.4265 -3.3277 -1.6247
C 1.9883 -3.8648 -2.8268
C 0.8339 -3.3537 -3.4017
C 0.1602 -2.3245 -2.7683
N 0.5722 -1.8244 -1.6021
H 1.9188 -0.3238 4.7525
H 0.8304 1.4321 6.1953
H -1.2817 2.4991 5.3635
H -2.3819 0.9785 3.6781
H 3.3212 -3.6757 -1.1281
H 2.5348 -4.6698 -3.2989
H 0.4612 -3.7483 -4.3362
H -0.7321 -1.8981 -3.2072
F -1.4498 6.6845 2.7390
C -1.4581 5.4122 2.6544
C -2.6510 4.7008 2.8350
F -3.7593 5.3424 3.0955
C -2.6362 3.3402 2.7640
F -3.7403 2.7030 3.0512
C -1.4709 2.5234 2.4593
P -1.7839 1.2924 0.7088
C -3.1591 0.2188 1.1692
C -4.4824 0.6508 1.3200
C -5.4756 -0.2630 1.6329
C -5.1731 -1.6091 1.7909
C -3.8604 -2.0479 1.6422
C -2.8599 -1.1413 1.3472
C -2.4575 2.5848 -0.4054
C -1.6879 3.7289 -0.6450
C -2.1577 4.7423 -1.4637
C -3.3908 4.6143 -2.0899
C -4.1459 3.4692 -1.8906
C -3.6835 2.4549 -1.0641
C -0.2548 3.3450 2.2795
Br 1.3955 2.6241 1.7644
C -0.2766 4.7144 2.3773
F 0.8195 5.4049 2.1659
H -4.7447 1.6901 1.1926
H -6.4929 0.0824 1.7624
H -5.9556 -2.3170 2.0292
H -3.6247 -3.0964 1.7680
H -1.8315 -1.4778 1.2517
H -0.7055 3.8302 -0.2034
H -1.5497 5.6221 -1.6319
H -3.7528 5.3996 -2.7400
H -5.1018 3.3565 -2.3852
H -4.2890 1.5730 -0.9319
N -2.8764 -0.7156 -2.1742
C -2.1442 0.2038 -2.8115
N -2.6001 0.6623 -3.9562
C -1.8167 1.4970 -4.6425
N -2.2507 2.0085 -5.7775
N -0.5647 1.8207 -4.2319
C -0.1861 1.3511 -3.0837
N -0.9546 0.5904 -2.2618
C 1.2120 1.5818 -2.6621
C 2.1329 2.1883 -3.5020
C 3.4576 2.2611 -3.0938
C 3.8139 1.7384 -1.8613
C 2.8289 1.1642 -1.0706
N 1.5626 1.0871 -1.4672
H -3.7362 -1.0165 -2.6034
H -2.5535 -1.1589 -1.3326
H -3.1542 1.7466 -6.1356
H -1.6506 2.5922 -6.3353
H 1.8046 2.5695 -4.4574
H 4.2037 2.7116 -3.7343
H 4.8358 1.7602 -1.5097
H 3.0743 0.7480 -0.0997
*
```

- Calculated total energy: -5525.19315 Eh
- <S²>: 0.76
- LUMO (spin up / spin down): -11.43 / -11.44 eV
- HOMO-LUMO gap (spin up / spin down): 0.1615 / 0.1762 Ha
- ΔE to the lowest compared entry with this formula, charge and spin: 1.591 eV